This record from OMol25 describes a 3-piece molecular cluster, C3H8O2 overall. The level of theory is the ωB97M-V functional and the def2-TZVPD basis.

Cartesian coordinates (Å):
C (0.739, 1.357, -0.356)
C (-0.454, 1.756, -0.788)
H (1.340, 0.628, -0.894)
H (1.167, 1.730, 0.573)
H (-0.879, 1.381, -1.718)
H (-1.051, 2.476, -0.231)
C (-1.336, -0.993, 0.342)
O (-0.947, -1.863, -0.405)
H (-0.711, -0.622, 1.170)
H (-2.337, -0.538, 0.227)
O (1.639, -1.405, 0.675)
H (1.899, -2.114, 1.273)
H (0.931, -1.793, 0.131)

charge	0
HOMO level	-10.2	eV
SMILES	C=C.C=O.O
Kohn-Sham gap	10.887	eV
LUMO energy	0.7	eV
E_tot	-7334.008	eV
relative energy (zero: lowest compared OMol25 entry of this formula, charge and spin)	197.0	kJ/mol